This record from OMol25 describes a single C3H2N2O molecule at a distorted geometry. The level of theory is ωB97M-V with the def2-TZVPD basis set.

```
8
Properties=species:S:1:pos:R:3:forces:R:3
O -0.208475 2.338714 0.560567 0.002 0.870 -0.232
C -0.235939 1.233328 0.159543 0.821 1.008 -0.401
N -0.951353 0.202216 0.847136 -1.970 3.431 1.187
C -0.565713 -0.811279 0.331220 2.696 -8.229 0.011
C 0.576139 -0.551731 -0.709890 1.724 0.062 -0.752
N 0.692738 0.706929 -0.901306 -1.128 -0.648 1.332
H -0.754300 -1.921124 0.856155 0.174 2.957 -1.866
H 1.446903 -1.197051 -1.143426 -2.319 0.550 0.722
```
Forces are in eV/Å.

Properties
SMILES: O=C1N=CC=N1
HOMO energy: -10.958 eV
total energy: -300.19481 Ha
HOMO-LUMO gap: 9.78 eV
molecular weight: 82.1 g mol⁻¹

=====

This record from OMol25 describes 3 unconnected molecules or ions with the total composition C15H35ClN2O6S at a distorted geometry. The level of theory is ωB97M-V with the def2-TZVPD basis set.

```
60
Properties=species:S:1:pos:R:3:forces:R:3
O -3.124591 -4.686026 -3.843866 3.164 4.036 -2.195
S -1.940398 -3.988409 -4.558694 0.074 -8.978 0.031
O -1.110435 -5.145505 -5.239802 -2.489 5.282 1.826
C -0.810432 -3.249510 -3.247387 1.299 2.688 1.363
C -1.154752 -1.625922 -3.039668 0.096 -0.246 -1.044
C -0.054598 -0.940745 -2.033871 0.056 0.196 -0.334
C -0.214555 0.693156 -1.858802 0.561 -0.487 1.030
C -1.680556 1.144516 -1.247920 0.508 1.723 -0.297
O -2.429493 0.055847 -0.597496 -0.873 1.125 -0.771
C -1.088158 -0.985334 -4.576807 0.123 -1.165 0.824
C -2.441323 -1.515665 -5.348076 0.462 2.083 0.028
Cl -2.562183 -0.473127 -6.920216 -0.041 -1.255 1.427
O -2.383704 -2.912890 -5.804961 0.761 0.851 2.947
H -0.912500 -3.764858 -2.192591 -0.398 0.486 -2.550
H 0.342213 -3.324478 -3.548256 -2.787 -0.091 0.103
H -2.266360 -1.531872 -2.678426 2.266 -0.073 -0.310
H 1.013440 -1.120106 -2.532160 -2.203 0.229 1.253
H -0.102058 -1.432166 -0.948578 0.165 0.936 -2.575
H 0.087043 1.291179 -2.843985 -1.017 -1.355 2.081
H 0.603598 1.015772 -1.051992 -1.716 -0.782 -1.752
H -2.267556 1.650024 -2.154321 0.905 -1.165 2.071
H -1.451015 1.959123 -0.410136 -0.564 -1.514 -1.999
H -3.404676 0.310405 -0.470337 2.376 -0.245 -0.429
H -0.977357 0.182783 -4.573787 -0.631 -2.388 -0.090
H -0.127660 -1.448154 -5.081493 -1.999 1.006 0.692
H -3.415457 -1.247206 -4.737033 1.982 -0.911 -1.300
C -1.213313 4.784998 1.095681 -0.196 -0.346 0.077
O -0.233135 3.790615 0.839092 0.397 0.440 -0.184
C 1.109948 4.283384 0.794727 0.138 -0.364 0.043
C 1.777057 4.432083 2.181409 -0.457 -0.013 0.047
C 1.312617 5.666027 2.949868 0.174 0.256 0.189
N 1.560290 3.240189 3.014844 -0.124 -0.175 -0.373
H -0.956440 5.746487 0.642209 0.074 -0.018 0.068
H -1.361146 4.895732 2.171346 -0.032 0.239 -0.013
H -2.160402 4.443881 0.667775 0.144 -0.023 -0.024
H 1.677088 3.535417 0.226819 -0.149 -0.002 0.089
H 1.163960 5.214697 0.218332 -0.119 0.075 0.102
H 2.855535 4.542693 2.015844 -0.107 -0.102 -0.090
H 0.307229 5.553059 3.363723 0.092 -0.068 -0.101
H 1.983846 5.862989 3.795180 -0.144 -0.117 -0.180
H 1.320693 6.553118 2.308435 -0.028 -0.079 0.047
H 1.951682 2.429769 2.532929 0.042 0.138 0.172
H 0.553419 3.052928 3.020102 0.283 0.110 0.102
C 0.201123 -1.332785 1.932349 -0.220 -0.191 -0.316
O 1.118562 -2.282777 1.411571 0.462 0.252 0.360
C 2.261520 -2.515659 2.241075 0.064 -0.351 -0.226
C 2.021053 -3.531238 3.381604 -0.414 0.156 -0.155
C 1.241934 -2.950283 4.558174 0.046 -0.012 0.361
N 1.327604 -4.733522 2.895954 0.121 0.178 -0.373
H 0.702706 -0.528772 2.478296 0.037 -0.070 0.082
H -0.531108 -1.830714 2.570376 -0.020 0.193 0.158
H -0.342236 -0.892050 1.091543 0.062 -0.040 0.077
H 3.026331 -2.933054 1.574391 -0.183 0.013 0.002
H 2.666006 -1.569786 2.620824 -0.152 0.056 0.081
H 3.003651 -3.833422 3.763631 -0.038 0.031 -0.162
H 0.177308 -2.829070 4.342028 0.132 -0.027 -0.077
H 1.315801 -3.614193 5.428614 -0.018 0.088 -0.240
H 1.644455 -1.975444 4.851595 -0.053 -0.063 -0.040
H 1.897098 -5.166614 2.167725 -0.076 -0.033 0.220
H 0.492790 -4.419517 2.392595 0.183 -0.116 0.245
```
Forces are in eV/Å.

Properties
SMILES: O=S1(=O)C[C@@H](CCCO)C[C@@H](Cl)O1.COC[C@@H](C)N.COC[C@@H](C)N
HOMO energy: -9.420 eV
total energy: -2011.61158 Ha
HOMO-LUMO gap: 9.57 eV
molecular weight: 407.0 g mol⁻¹

=====

This record from OMol25 describes a molecular structure, C11H9FNORhS4Sb at a distorted geometry. The level of theory is ωB97M-V with the def2-TZVPD basis set.

```
29
Properties=species:S:1:pos:R:3:forces:R:3
Rh -0.125385 0.223585 0.069052 -0.947 -0.034 0.651
S -2.945121 0.163675 4.498966 0.291 -0.385 -0.455
Sb -0.800262 -0.069614 3.558739 -0.336 1.127 1.462
S -0.398676 -1.808035 0.984257 -0.103 0.288 -0.766
S -0.829109 1.700294 1.860831 0.111 -0.565 -0.708
S 0.657734 0.832166 5.193664 0.067 -0.372 -0.529
O 1.605072 1.198929 -0.778730 -0.818 0.557 -0.844
N 2.044662 0.365239 0.159762 1.037 -0.747 0.795
C 2.479675 0.866046 1.374274 0.422 0.672 0.601
C 3.347705 0.177115 2.164875 -0.022 -0.018 -0.177
C 3.888235 -1.046019 1.743362 -0.033 -0.078 0.151
C 3.492741 -1.528263 0.494612 0.044 0.107 -0.104
C 2.619200 -0.824221 -0.279663 0.248 -0.548 -0.408
H 2.064491 1.823416 1.653493 -0.106 -0.109 -0.092
H 3.613425 0.595477 3.121165 -0.107 0.099 0.138
H 4.575953 -1.594586 2.363461 0.085 -0.086 0.093
H 3.905451 -2.454265 0.114463 -0.121 -0.016 -0.082
H 2.287740 -1.146085 -1.258661 -0.015 0.125 0.124
F -4.537805 0.109986 -4.297570 0.164 0.041 0.189
C -3.613816 0.186298 -3.276617 -0.050 -0.048 -0.100
C -2.361977 0.699765 -3.543953 -0.409 -0.027 -0.331
C -1.434845 0.751879 -2.518038 0.068 0.043 0.394
C -1.731486 0.293066 -1.226914 0.317 -0.164 0.058
C -3.018367 -0.214929 -1.006827 0.340 0.175 0.104
C -3.961996 -0.267747 -2.021224 -0.114 0.032 -0.206
H -2.121655 1.042159 -4.542449 -0.022 0.025 -0.050
H -0.457204 1.170714 -2.737474 0.028 -0.079 0.080
H -3.294023 -0.578433 -0.024763 0.069 -0.005 0.046
H -4.950357 -0.667614 -1.842093 -0.090 -0.011 -0.033
```
Forces are in eV/Å.

Properties
<S²>: 8.8260
net charge: -2
HOMO energy (alpha / beta): -0.567 / -1.155 eV
spin multiplicity: 6
total energy: -2597.87596 Ha
HOMO-LUMO gap (alpha / beta): 5.48 / 4.88 eV
molecular weight: 543.1 g mol⁻¹

=====

This record from OMol25 describes a gas-phase ion, C8H11IP (charge +1) at a distorted geometry. The level of theory is ωB97M-V with the def2-TZVPD basis set.

```
21
Properties=species:S:1:pos:R:3:forces:R:3
C -2.236779 -1.909023 1.242817 2.499 -0.171 -2.825
C -1.251393 -2.450822 0.335223 -0.553 2.186 1.273
C -2.198443 -0.577339 1.494871 0.035 0.465 0.753
C -0.222973 -1.671680 -0.123943 1.752 -0.118 -0.667
C -1.161990 0.227280 0.974738 -2.149 2.935 1.451
C -0.191609 -0.266019 0.184574 0.836 -2.904 -0.702
C 1.647291 0.400364 -2.048688 1.432 1.911 1.596
C 0.932212 2.676229 -0.024951 1.870 -3.824 0.631
P 1.247644 0.575558 -0.314498 0.186 4.142 1.056
I 3.167165 0.181609 0.994840 0.141 -0.431 0.195
H -3.016931 -2.512971 1.560719 -1.247 -1.039 0.771
H -1.305477 -3.417503 -0.014233 -0.159 -2.168 -0.319
H -2.978067 -0.227359 2.173851 0.409 0.588 -0.358
H 0.676643 -2.165338 -0.687767 -1.988 0.984 0.881
H -1.237266 1.347349 1.175540 0.300 -1.661 -0.147
H 2.718529 0.726374 -2.148900 -1.247 0.055 -0.310
H 0.880339 1.007075 -2.483259 -0.075 0.528 -0.950
H 1.557526 -0.572226 -2.352279 -0.253 -2.554 -0.858
H 0.647136 2.789748 1.043045 -0.913 -0.006 -1.175
H 0.380935 2.758417 -0.944554 -0.806 1.123 0.348
H 1.945518 3.080270 -0.037149 -0.072 -0.042 -0.645
```
Forces are in eV/Å.

Properties
net charge: +1
HOMO energy: -13.454 eV
total energy: -950.21162 Ha
HOMO-LUMO gap: 9.21 eV
molecular weight: 265.1 g mol⁻¹